Entry 1:
The following is a DFT calculation (ωB97M-V/def2-TZVPD) of C5H9NO in the gas phase.

Properties
* highest occupied orbital energy: -9.52 eV
* energy relative to the best compared isomer or geometry (same formula, charge and spin): 41.71 kcal per mole
* DFT total energy: -8867.40375 eV
* structure (SMILES): CC1(C)NCC1=O
* Kohn-Sham gap: 10.4 eV

Positions of all 16 atoms, in Å:
C 1.238 -0.846 0.006
C 0.140 0.232 -0.121
C 0.742 1.564 -0.528
N -1.116 -0.211 -0.804
C -1.639 -0.826 0.433
C -0.779 0.238 1.103
O -0.901 0.971 2.041
H 1.770 -0.750 0.961
H 1.980 -0.735 -0.794
H 0.826 -1.861 -0.047
H 1.266 1.479 -1.487
H 1.481 1.870 0.224
H -0.020 2.343 -0.602
H -1.025 -0.819 -1.611
H -2.716 -0.811 0.603
H -1.246 -1.837 0.623

Mulliken population analysis, charges in e, atoms 1 to 8: -1.4192, 1.4315, -1.5648, -0.5917, -0.4362, 0.2507, -0.5573, 0.3438

Entry 2:
The following is a DFT calculation (ωB97M-V/def2-TZVPD) of 2 unconnected molecules or ions with the total composition C5H9NO.

Properties
* highest occupied orbital energy: -9.51 eV
* energy relative to the best compared isomer or geometry (same formula, charge and spin): 102.16 kcal per mole
* DFT total energy: -8864.78272 eV
* structure (SMILES): C=C=CC.C=NO
* Kohn-Sham gap: 10.5 eV

Positions of all 16 atoms, in Å:
C 2.077 0.625 -0.675
C 1.269 -0.338 -0.995
C 0.440 -1.285 -1.297
C -1.051 -1.190 -1.182
H 2.473 0.712 0.326
H 2.409 1.361 -1.394
H 0.822 -2.230 -1.677
H -1.516 -1.364 -2.151
H -1.350 -0.212 -0.817
H -1.415 -1.953 -0.491
C -1.005 0.556 2.436
N -0.127 0.918 1.622
O -0.541 1.777 0.614
H -2.044 0.874 2.412
H -0.680 -0.099 3.230
H 0.240 1.851 0.041

Mulliken population analysis, charges in e, atoms 1 to 8: -1.0721, 0.3318, -0.0782, -1.0287, 0.3283, 0.3008, 0.3485, 0.3354

Entry 3:
The following is a DFT calculation (ωB97M-V/def2-TZVPD) of C5H9NO in the gas phase.

Properties
* highest occupied orbital energy: -7.48 eV
* energy relative to the best compared isomer or geometry (same formula, charge and spin): 134.70 kcal per mole
* DFT total energy: -8863.37145 eV
* structure (SMILES): CC(C)c1co[nH]1
* Kohn-Sham gap: 8.5 eV

Positions of all 16 atoms, in Å:
C -0.590 0.932 -1.005
C -0.126 -0.298 -0.198
C -0.785 -0.182 1.193
C 1.355 -0.226 -0.105
C 2.370 0.878 -0.547
O 3.365 0.121 0.107
N 2.393 -0.911 0.417
H -1.373 1.382 -0.473
H -0.754 0.710 -2.003
H 0.177 1.736 -0.979
H -0.517 -1.204 -0.619
H -0.593 0.766 1.787
H -0.463 -1.163 1.812
H -1.874 -0.131 1.177
H 2.509 1.798 -1.087
H 2.448 -1.360 1.312

Mulliken population analysis, charges in e, atoms 1 to 8: -1.3818, 0.7096, -1.3945, -0.1609, -0.2863, -0.3152, -0.1764, 0.3976

Entry 4:
The following is a DFT calculation (ωB97M-V/def2-TZVPD) of C5H9NO in the gas phase.

Properties
* highest occupied orbital energy: -9.66 eV
* energy relative to the best compared isomer or geometry (same formula, charge and spin): 23.16 kcal per mole
* DFT total energy: -8868.20844 eV
* structure (SMILES): C[C@@H]1C(=O)N[C@@H]1C
* Kohn-Sham gap: 10.6 eV

Positions of all 16 atoms, in Å:
C 0.044 1.911 0.085
C 0.527 0.555 0.609
C 1.598 -0.049 -0.312
O 2.541 0.394 -0.921
N 0.989 -1.271 -0.315
C -0.189 -0.855 0.456
C -1.511 -1.123 -0.256
H 0.378 2.080 -0.944
H 0.494 2.720 0.675
H -1.043 2.006 0.126
H 0.844 0.654 1.652
H 1.094 -2.018 -0.988
H -0.221 -1.340 1.439
H -1.715 -0.390 -1.043
H -2.350 -1.148 0.448
H -1.479 -2.126 -0.710

Mulliken population analysis, charges in e, atoms 1 to 8: -1.3483, 0.2706, 0.1489, -0.6178, -0.1595, 0.1693, -1.3186, 0.3370

Entry 5:
The following is a DFT calculation (ωB97M-V/def2-TZVPD) of C5H9NO in the gas phase.

Properties
* highest occupied orbital energy: -7.66 eV
* energy relative to the best compared isomer or geometry (same formula, charge and spin): 99.65 kcal per mole
* DFT total energy: -8864.89130 eV
* Kohn-Sham gap: 8.3 eV

Positions of all 16 atoms, in Å:
C 1.221 -0.359 -0.120
C -0.953 0.206 -1.150
C -2.355 -0.540 0.771
C 3.612 0.102 0.369
C -2.225 0.347 -0.513
N 0.142 0.124 -0.492
O 2.214 0.480 0.228
H -0.794 0.157 -2.168
H -3.029 -0.006 1.473
H -1.338 -0.602 1.326
H -2.787 -1.529 0.614
H 3.812 -0.289 1.451
H 4.116 1.070 0.066
H 3.825 -0.609 -0.407
H -2.450 1.456 -0.221
H -3.009 -0.008 -1.228

Mulliken population analysis, charges in e, atoms 1 to 8: -0.3275, -0.3010, -0.8917, -0.5268, -0.4256, 0.1157, -0.1955, 0.4916

Entry 6:
The following is a DFT calculation (ωB97M-V/def2-TZVPD) of 2 unconnected molecules or ions with the total composition C5H9NO.

Properties
* highest occupied orbital energy: -8.92 eV
* energy relative to the best compared isomer or geometry (same formula, charge and spin): 121.82 kcal per mole
* DFT total energy: -8863.93018 eV
* structure (SMILES): CC1=C(N=O)CC1.[H][H]
* Kohn-Sham gap: 8.4 eV

Positions of all 16 atoms, in Å:
C -0.776 1.728 0.070
C 0.085 0.515 0.085
C 0.006 -0.835 0.034
N -1.053 -1.764 -0.035
O -0.653 -2.909 -0.124
C 1.475 -1.090 0.207
C 1.584 0.461 0.298
H -0.287 2.528 -0.500
H -0.877 2.098 1.099
H -1.776 1.562 -0.334
H 1.725 -1.632 1.123
H 1.981 -1.555 -0.643
H 2.195 0.947 -0.471
H 1.883 0.836 1.283
H -2.840 -0.167 -1.281
H -2.672 -0.722 -0.810

Mulliken population analysis, charges in e, atoms 1 to 8: -1.0838, 0.3296, 0.2425, -0.1297, -0.3899, -0.3085, -0.5172, 0.3200